Entry 1:
48
Properties=species:S:1:pos:R:3:forces:R:3:nbo_charge:R:1 method="wB97M-V/def2-TZVPD" homo_energy_ev=-8.3 charge=0 molar_mass_da=396.48 multiplicity=1 gap_ev=8.5559 smiles="Cc1cc(C)n2nc(SCC(=O)c3cc(C)n(-c4cc(C)on4)c3C)nc2n1"
C 1.690591 6.957807 -4.555119 1.23 1.53 2.42 -0.6402
C 2.001194 5.661101 -3.902739 -1.05 -0.10 1.95 0.2616
C 3.343575 5.277066 -3.826949 0.42 -2.81 2.07 -0.3447
C 3.784001 4.287602 -2.884231 -0.91 1.44 -3.16 0.3033
C 5.284703 4.032084 -2.819268 -2.14 -1.33 -1.05 -0.6484
N 2.765789 3.601883 -2.205887 0.57 0.69 -1.22 -0.2131
N 2.791133 2.482394 -1.395985 -1.01 0.19 -0.45 -0.3119
C 1.478720 2.197702 -1.352902 0.23 -0.63 0.41 0.2062
S 0.844347 0.837845 -0.374621 1.07 0.49 -0.43 0.2926
C -0.736492 0.466576 -1.120050 -3.44 0.86 1.29 -0.6391
C -0.995616 -1.070793 -1.095237 1.38 0.64 -0.61 0.5739
O -0.653954 -1.508876 -2.167015 -0.30 -1.98 -0.14 -0.5337
C -1.516237 -1.816032 0.095455 -1.77 3.50 0.16 -0.2138
C -2.520282 -1.097481 0.959266 1.79 0.11 -2.43 -0.2557
C -2.870393 -1.986860 1.863706 -2.64 3.06 2.36 0.1470
C -3.994784 -1.768581 2.813090 -1.78 -1.13 -1.09 -0.6348
N -2.135217 -3.077793 1.805499 2.64 -4.12 -1.95 -0.3681
C -1.980382 -4.109808 2.710858 0.83 -4.13 4.27 0.3441
C -2.125847 -4.137498 4.205186 1.28 -0.08 -1.95 -0.3943
C -1.602142 -5.360926 4.625386 -2.38 1.52 -0.69 0.3634
C -1.582800 -5.783736 6.065975 0.37 1.30 -1.00 -0.6604
O -1.318052 -6.190819 3.570678 -0.78 4.17 0.04 -0.2876
N -1.510256 -5.328461 2.410538 -0.20 0.09 -1.67 -0.1745
C -1.343112 -3.042662 0.621300 0.61 0.43 -1.02 0.2298
C -0.363394 -4.015860 0.023945 -1.32 -0.82 -0.65 -0.6575
N 0.643354 3.024247 -2.040842 -1.38 -2.33 1.48 -0.5032
C 1.430328 3.856647 -2.560496 1.69 5.12 -1.40 0.5121
N 1.066352 5.093111 -3.171232 0.47 -2.58 -0.33 -0.4341
H 2.692489 7.481585 -4.575294 -1.40 0.05 -0.17 0.2093
H 1.340602 6.858344 -5.520249 -0.82 -0.26 -2.15 0.2292
H 0.933182 7.530632 -3.940003 0.95 -0.63 -0.73 0.2445
H 3.984227 5.745509 -4.528074 1.10 0.22 -0.04 0.2201
H 5.535092 3.041886 -3.180147 -0.28 -0.78 0.81 0.2401
H 5.460628 4.203635 -1.814188 1.56 0.04 1.94 0.2361
H 5.875971 4.573159 -3.525348 -0.13 1.40 -0.03 0.2354
H -1.554301 1.000273 -0.519039 1.18 -0.52 -0.63 0.2123
H -0.969220 0.750245 -2.171532 1.07 -0.03 0.78 0.2776
H -2.930760 -0.091907 0.891143 0.14 -0.47 -0.27 0.2284
H -4.766809 -2.560306 2.558665 0.81 0.52 1.01 0.2253
H -4.587743 -0.850034 2.721410 0.75 0.09 -0.67 0.2375
H -3.676810 -1.751015 3.814002 0.15 -0.58 1.50 0.2112
H -2.366459 -3.213569 4.722607 -0.01 -0.70 0.51 0.2318
H -2.275590 -5.070570 6.580593 0.68 -0.99 -0.14 0.2382
H -0.549509 -5.598244 6.360251 -0.07 -0.27 0.65 0.2353
H -1.841139 -6.818981 6.156442 -0.21 -0.47 0.36 0.2384
H 0.467713 -4.012910 0.636072 1.73 -0.79 1.93 0.2256
H 0.150253 -3.647561 -0.891979 -1.39 -0.01 0.14 0.2563
H -0.796942 -5.050048 -0.073643 0.69 1.12 -0.03 0.2490



Entry 2:
53
Properties=species:S:1:pos:R:3:forces:R:3:lowdin_spin:R:1 method="wB97M-V/def2-TZVPD" homo_energy_ev="-0.8 / -2.1" s_squared=6.052 charge=-2 molar_mass_da=521.23 multiplicity=5 gap_ev="4.6981 / 6.0331"
Cr 0.478832 2.093397 -0.776175 -1.35 1.82 0.01 3.5891
S -1.260156 3.494412 0.200566 -0.21 0.03 0.14 -0.0066
C -2.326914 3.053019 -1.084592 0.15 0.08 0.03 0.0194
S -1.661532 2.048240 -2.304132 0.22 0.06 -0.01 0.0038
C -3.652753 3.516568 -1.117769 0.23 -0.11 0.00 0.0118
C -4.572926 3.107640 -2.110868 -0.18 -0.12 -0.22 0.0026
N -5.369653 2.789240 -2.886791 0.05 0.06 0.00 0.0056
C -4.152645 4.437975 -0.168720 -0.10 0.22 0.22 0.0014
N -4.598672 5.215520 0.563241 0.02 -0.07 -0.02 0.0045
C 0.066604 5.895139 -1.973648 -0.06 0.16 0.20 0.0046
N 0.772064 4.923453 -2.770115 0.11 -0.70 0.03 0.0524
C 0.790088 4.887666 -4.145674 -0.09 0.19 -0.07 0.0088
C 1.678437 3.951542 -4.523182 0.07 -0.09 -0.18 0.0153
N 2.230166 3.431030 -3.377708 -0.67 -0.24 0.11 0.0514
C 1.615649 3.958397 -2.265107 1.10 1.50 -0.32 0.0321
S 2.273201 3.956455 -0.685446 -0.40 -0.34 -0.19 0.0163
H -0.477455 6.561444 -2.640853 0.04 -0.01 -0.02 0.0000
H 0.782086 6.459415 -1.370303 0.00 0.01 -0.05 0.0020
H -0.628951 5.407438 -1.293514 -0.01 -0.07 0.01 0.0012
H 0.167622 5.537978 -4.734248 -0.04 -0.07 0.02 0.0006
H 1.958885 3.602111 -5.500287 -0.05 -0.02 0.02 0.0013
H 2.762977 2.577528 -3.355715 0.14 -0.08 0.19 0.0019
B 3.453336 -0.206586 -3.450884 0.17 -0.07 -0.13 0.0144
C 2.361179 0.381944 -2.481963 0.02 0.06 0.15 0.0748
N 1.637586 0.935444 -1.773005 0.95 -1.02 -0.93 0.0135
H 3.310487 -1.400559 -3.586454 -0.04 -0.05 0.01 0.0030
H 4.529314 0.054325 -2.947289 0.03 -0.01 -0.01 0.0031
H 3.341195 0.357102 -4.528276 -0.04 0.09 -0.02 0.0038
C 0.864532 -5.528410 3.613308 -0.05 0.00 -0.02 0.0000
C -0.362259 -4.958730 2.885504 -0.02 -0.07 0.03 0.0000
C -1.625003 -5.244541 3.712356 0.04 0.00 -0.02 0.0000
C -0.496923 -5.696401 1.551259 0.01 0.06 0.04 0.0000
C -0.201055 -3.447711 2.703727 0.00 -0.01 -0.01 0.0007
C -0.060142 -2.634092 3.827732 -0.01 -0.07 0.05 0.0010
C 0.092559 -1.249990 3.741486 0.02 0.14 -0.01 0.0011
C 0.106253 -0.683748 2.484891 -0.07 -0.28 -0.20 -0.0014
O 0.253354 0.605229 2.101738 -0.03 0.08 0.23 0.0079
B 0.212218 0.649372 0.670733 0.11 -0.96 0.76 0.0475
O 0.013663 -0.704896 0.250738 -0.09 -0.37 0.07 0.0106
C -0.039187 -1.485463 1.352570 0.02 0.16 0.19 -0.0010
C -0.192939 -2.854100 1.436704 0.01 0.09 -0.09 0.0012
H 0.768541 -6.612267 3.732707 0.00 0.00 0.01 0.0000
H 0.981845 -5.084550 4.602534 0.02 0.01 0.00 0.0000
H 1.769962 -5.322334 3.039662 0.02 0.00 0.02 0.0000
H -1.770388 -6.322203 3.838079 0.01 0.00 0.00 0.0000
H -2.501612 -4.832363 3.209534 -0.02 -0.01 0.03 0.0000
H -1.559556 -4.791319 4.702019 -0.02 0.01 0.00 0.0000
H -0.615650 -6.767275 1.734799 0.00 0.00 0.01 0.0000
H 0.390519 -5.557330 0.931520 -0.03 0.01 -0.03 0.0000
H -1.368893 -5.351053 0.993623 0.02 0.00 -0.03 0.0000
H -0.067859 -3.084421 4.814368 0.00 0.00 0.00 0.0000
H 0.197268 -0.645124 4.633425 0.01 0.02 -0.02 0.0000
H -0.297297 -3.423556 0.523896 0.00 -0.01 0.01 0.0000



Entry 3:
44
Properties=species:S:1:pos:R:3:forces:R:3:nbo_charge:R:1 method="wB97M-V/def2-TZVPD" homo_energy_ev=-11.0 charge=+1 molar_mass_da=338.06 multiplicity=1 gap_ev=5.5208
C 2.747430 -2.774828 0.553302 -0.09 0.47 0.22 -0.1657
C 2.879263 -2.072671 -0.707208 0.06 -0.47 0.48 -0.3139
C 2.562738 -0.713131 -0.443449 -0.12 -0.07 0.15 -0.2614
H 3.042915 -2.523156 -1.713947 0.55 0.48 1.16 0.2738
C 2.097429 -0.607358 0.889128 -0.03 -0.10 -0.18 -0.2160
C 2.077950 -1.911863 1.480488 0.80 -0.32 -0.56 -0.3516
H 1.728956 -2.229021 2.471584 0.47 0.50 -0.38 0.2769
H 3.133267 -3.756049 0.837583 -0.56 0.17 -0.53 0.2726
H 2.828339 0.085825 -1.135218 -0.61 -0.07 0.25 0.2706
H 2.058029 0.301716 1.468620 -0.84 0.15 -0.25 0.2726
C -1.488146 -2.113139 -1.694341 0.87 -0.63 0.63 -0.2458
C -1.028636 -3.438524 -1.500314 -1.01 -0.38 1.03 -0.2702
C -1.178127 -3.741040 -0.068793 0.10 0.74 -0.45 -0.2325
H -0.732125 -4.127409 -2.303772 -0.22 0.40 0.64 0.2727
C -1.561504 -2.530209 0.582150 0.08 -1.04 -0.46 -0.3163
C -1.797952 -1.553019 -0.432148 0.09 -0.43 0.12 -0.2414
H -2.434105 -0.709531 -0.292706 0.44 0.99 0.18 0.2735
H -1.525604 -1.683651 -2.679269 -0.20 0.46 0.02 0.2642
H -0.997060 -4.684166 0.465635 0.00 0.50 -0.57 0.2720
H -1.723937 -2.496891 1.660290 -0.16 0.39 -0.45 0.2743
Ti 0.631245 -2.284570 -0.318315 -1.41 3.38 0.41 1.3283
O -0.336647 2.173986 0.034654 0.65 1.52 -0.05 -0.5252
C 0.467259 3.016559 -0.844332 -0.85 0.50 2.20 -0.1126
C 0.046034 3.504835 0.561398 0.96 -1.44 -2.19 0.0628
H 1.502921 2.681594 -0.960860 -0.38 0.12 -0.18 0.1761
H -0.054724 3.486898 -1.686907 0.23 -0.43 0.25 0.2016
H 0.859880 3.476494 1.292860 -0.43 -0.09 -0.03 0.1947
H 0.251180 5.790929 1.949691 -0.09 0.10 0.10 0.2116
C -0.727374 5.700809 1.489810 0.17 -1.06 -0.52 -0.1897
C -0.992784 4.541529 0.727420 -0.85 0.61 -0.01 -0.0904
C -2.243963 4.425299 0.090152 0.56 0.03 0.37 -0.2000
H -2.465866 3.543063 -0.507917 0.05 0.15 0.16 0.2177
C -3.194483 5.426073 0.244121 0.04 0.22 0.13 -0.2036
H -4.160783 5.309170 -0.232598 0.04 0.07 0.02 0.2188
C -2.921905 6.567245 1.004819 0.15 -0.39 -0.14 -0.1988
H -3.675157 7.342151 1.113121 0.13 -0.11 0.00 0.2242
C -1.677166 6.695853 1.620095 -0.34 0.11 -0.11 -0.2039
H -1.453451 7.577923 2.205209 0.01 0.00 0.00 0.2233
B 1.675623 -6.471184 -0.919360 1.14 -1.67 0.02 -0.6306
C 1.398030 -5.058847 -0.831685 -0.30 1.12 0.26 0.5892
N 1.167327 -3.918835 -0.692691 1.41 -4.09 -1.36 -0.6959
H 1.350179 -6.743161 -2.072584 0.10 -0.20 0.36 0.1121
H 0.972515 -6.979385 -0.047318 0.09 0.08 -0.41 0.1068
H 2.892991 -6.526311 -0.656397 -0.69 -0.29 -0.30 0.0749



Quick rundown of E, same order as above: -43893.29496; -93873.89071; -47361.65932 eV
Quick rundown of ΔE to the lowest compared entry with this formula, charge and spin, same order as above: 129.1; 19.8; 57.0 kcal per mole
Quick rundown of maximum force, same order as above: 0.1166; 0.0440; 0.0881 hartree/bohr